Entry 1:
CH2S4 | wB97M-V/def2-TZVPD

Computed properties:
Gap between HOMO and LUMO   7.0 eV
Total energy   -1631.96594 hartree
Highest occupied orbital energy   -8.089 eV
Relative energy (zero: lowest compared OMol25 entry of this formula, charge and spin)   140.72 kJ/mol

```
7
Properties=species:S:1:pos:R:3:lowdin_charge:R:1
C 0.84 0.03 0.33 -1.299
S 0.36 -1.46 0.26 0.650
S 2.02 1.17 0.29 0.763
S -2.30 -0.49 0.19 0.117
S -1.63 1.32 -0.16 0.037
H 3.14 0.40 0.15 -0.103
H -2.43 -0.97 -1.06 -0.164
```

Entry 2:
C21H22N6O4S | wB97M-V/def2-TZVPD

Computed properties:
Structure (SMILES)   COCCCNC(=O)c1c(N)n(-c2cccc(S(N)(=O)=O)c2)c2nc3ccccc3nc12
Gap between HOMO and LUMO   7.8 eV
Total energy   -1841.18630 hartree
Highest occupied orbital energy   -7.910 eV
Relative energy (zero: lowest compared OMol25 entry of this formula, charge and spin)   35.59 kJ/mol

```
54
Properties=species:S:1:pos:R:3:lowdin_charge:R:1
C -4.64 -0.82 2.07 -0.112
O -5.33 -1.04 0.87 -0.216
C -5.91 -2.32 0.75 -0.233
C -4.92 -3.46 0.48 -0.153
C -4.13 -3.25 -0.82 -0.166
N -3.20 -2.15 -0.71 0.089
C -1.87 -2.32 -0.77 -0.429
O -1.32 -3.41 -1.00 0.018
C -1.09 -1.10 -0.58 -0.024
C 0.30 -1.06 -0.66 -0.210
N 1.07 -2.14 -0.86 0.201
N 0.76 0.23 -0.52 0.093
C 2.09 0.66 -0.48 -0.161
C 2.44 1.90 -1.02 0.008
C 3.76 2.32 -1.00 -0.045
C 4.75 1.51 -0.46 -0.052
C 4.38 0.30 0.09 -0.286
S 5.61 -0.79 0.77 0.624
N 5.73 -1.91 -0.49 -0.058
O 5.07 -1.49 1.90 -0.290
O 6.86 -0.10 0.90 -0.297
C 3.08 -0.14 0.10 -0.004
C -0.34 1.05 -0.35 -0.179
N -0.35 2.34 -0.20 0.202
C -1.59 2.88 -0.04 -0.203
C -1.71 4.27 0.14 -0.027
C -2.94 4.84 0.30 -0.089
C -4.10 4.06 0.28 -0.085
C -4.03 2.70 0.11 -0.022
C -2.77 2.08 -0.06 -0.209
N -2.73 0.74 -0.23 0.182
C -1.53 0.23 -0.37 -0.141
H -5.29 -0.98 2.94 0.091
H -3.76 -1.46 2.17 0.085
H -4.31 0.22 2.05 0.076
H -6.60 -2.24 -0.09 0.124
H -6.49 -2.56 1.66 0.120
H -4.21 -3.55 1.31 0.111
H -5.48 -4.39 0.41 0.114
H -3.55 -4.14 -1.05 0.118
H -4.83 -3.05 -1.64 0.126
H -3.56 -1.23 -0.49 0.103
H 2.01 -2.07 -1.20 0.108
H 0.50 -2.98 -1.04 0.097
H 1.67 2.52 -1.43 0.107
H 4.02 3.28 -1.41 0.112
H 5.78 1.81 -0.43 0.113
H 6.58 -1.78 -1.02 0.065
H 5.67 -2.86 -0.14 0.064
H 2.85 -1.07 0.60 0.118
H -0.80 4.86 0.15 0.110
H -3.03 5.91 0.44 0.100
H -5.07 4.53 0.41 0.102
H -4.90 2.07 0.09 0.111
```

Entry 3:
C11H18N | wB97M-V/def2-TZVPD

Computed properties:
Structure (SMILES)   C#C[C@H](C=C)[N@H+](C)C1CCCC1
Gap between HOMO and LUMO   11.2 eV
Total energy   -484.29262 hartree
Total charge   +1
Highest occupied orbital energy   -14.059 eV
Relative energy (zero: lowest compared OMol25 entry of this formula, charge and spin)   428.11 kJ/mol

```
30
Properties=species:S:1:pos:R:3:lowdin_charge:R:1
C 1.04 -0.80 3.36 0.176
C 1.02 -0.66 2.18 -0.120
C 1.17 -0.78 0.73 -0.260
C 2.68 -0.78 0.37 -0.144
C 3.12 -1.08 -0.84 0.054
N 0.51 0.41 0.04 -0.061
C 1.26 1.64 0.44 0.032
C -0.92 0.42 0.38 -0.258
C -1.66 -0.85 0.02 -0.157
C -2.28 -0.88 -1.40 -0.175
C -2.35 0.57 -1.80 -0.166
C -1.83 1.41 -0.50 -0.055
H 1.20 -0.58 4.43 0.086
H 0.75 -1.81 0.36 0.189
H 3.36 -0.68 1.23 0.130
H 4.16 -1.16 -1.00 0.069
H 2.33 -1.30 -1.57 0.082
H 0.56 0.37 -1.06 0.243
H 1.15 1.83 1.52 0.130
H 2.28 1.56 0.11 0.099
H 1.00 2.48 -0.12 0.087
H -1.06 0.50 1.41 0.127
H -2.52 -0.98 0.75 0.156
H -1.09 -1.74 0.28 0.094
H -3.18 -1.53 -1.64 0.135
H -1.54 -1.28 -2.16 0.113
H -1.73 0.74 -2.69 0.101
H -3.27 1.02 -2.18 0.111
H -1.51 2.31 -0.83 0.059
H -2.66 1.66 0.17 0.124
```

Entry 4:
C29H54BaN3OP2 | wB97M-V/def2-TZVPD

Computed properties:
Gap between HOMO and LUMO   5.6 eV
Total energy   -2084.94613 hartree
Total charge   +1
Highest occupied orbital energy   -8.306 eV
Relative energy (zero: lowest compared OMol25 entry of this formula, charge and spin)   20.63 kJ/mol

```
90
Properties=species:S:1:pos:R:3:lowdin_charge:R:1
C -0.82 -2.42 -1.78 -0.380
C 1.39 -2.06 -1.10 -0.382
C -0.46 -3.54 -2.52 -0.072
C 1.76 -3.30 -1.67 -0.050
C 0.84 -4.04 -2.39 -0.067
H -1.24 -4.03 -3.12 0.109
H 2.79 -3.62 -1.55 0.111
H 1.11 -4.98 -2.87 0.110
N 0.05 -1.72 -1.04 -0.041
P -2.81 -1.02 -0.37 1.006
P 2.69 0.49 -0.25 0.908
C -2.27 -1.93 -1.87 -0.278
H -2.35 -1.28 -2.75 0.076
H -2.94 -2.79 -2.07 0.077
C -0.27 3.43 1.97 -0.006
O -0.30 4.54 2.28 0.070
C 2.42 -1.22 -0.53 -0.373
H 3.29 -1.80 -0.20 0.042
C 3.64 1.01 -1.84 -0.679
C 3.81 0.48 1.37 -0.678
C -4.06 0.34 -0.92 -0.685
C -3.48 -2.46 0.66 -0.698
C 3.36 2.51 -2.02 -0.111
H 3.71 3.10 -1.16 0.077
H 3.88 2.87 -2.92 0.092
H 2.29 2.69 -2.14 0.028
C 5.13 0.74 -1.76 -0.100
H 5.63 1.34 -0.99 0.069
H 5.35 -0.33 -1.61 0.085
H 5.58 1.03 -2.72 0.092
C 3.07 0.22 -3.03 -0.099
H 3.52 0.59 -3.96 0.093
H 3.29 -0.85 -2.94 0.084
H 1.98 0.35 -3.10 0.042
C 4.25 1.93 1.64 -0.104
H 3.39 2.60 1.74 0.070
H 4.81 1.96 2.59 0.088
H 4.91 2.33 0.86 0.069
C 2.96 -0.03 2.54 -0.153
H 2.09 0.61 2.76 0.031
H 2.62 -1.07 2.39 0.060
H 3.58 -0.03 3.45 0.094
C 5.03 -0.45 1.24 -0.096
H 5.71 -0.17 0.43 0.055
H 5.61 -0.37 2.18 0.092
H 4.75 -1.50 1.12 0.074
C -3.88 -1.91 2.05 -0.098
H -4.24 -2.75 2.67 0.095
H -3.03 -1.45 2.58 0.056
H -4.69 -1.17 1.99 0.068
C -2.35 -3.50 0.83 -0.087
H -2.17 -4.06 -0.10 0.087
H -1.40 -3.05 1.15 0.052
H -2.65 -4.23 1.60 0.098
C -4.68 -3.15 -0.01 -0.090
H -4.90 -4.07 0.54 0.095
H -5.59 -2.53 0.01 0.064
H -4.47 -3.43 -1.05 0.075
C -3.91 0.62 -2.41 -0.110
H -4.23 -0.23 -3.03 0.093
H -4.54 1.48 -2.69 0.102
H -2.87 0.87 -2.66 0.035
C -3.66 1.62 -0.13 -0.128
H -2.64 1.96 -0.39 0.041
H -4.35 2.43 -0.40 0.093
H -3.71 1.48 0.96 0.076
C -5.51 -0.04 -0.63 -0.097
H -5.82 -0.91 -1.22 0.081
H -5.69 -0.23 0.44 0.070
H -6.16 0.79 -0.92 0.094
Ba -0.21 0.30 0.94 1.451
N -0.07 1.28 -1.49 0.005
C 0.18 1.60 -2.59 -0.135
C -0.02 2.41 -3.87 -0.570
C 1.03 2.05 -4.92 -0.051
C -1.40 2.08 -4.42 -0.047
C 0.10 3.88 -3.48 -0.030
H 2.04 2.29 -4.58 0.073
H 0.98 0.98 -5.17 0.101
H 0.84 2.62 -5.84 0.100
H -2.18 2.41 -3.73 0.075
H -1.58 2.57 -5.38 0.105
H -1.49 0.99 -4.57 0.101
H -0.01 4.53 -4.35 0.103
H -0.69 4.14 -2.75 0.095
H 1.07 4.09 -3.01 0.080
N -0.07 -1.70 3.04 -0.077
H 0.36 -1.31 3.89 0.037
H 0.55 -2.44 2.71 0.042
H -0.94 -2.16 3.34 0.025
```

Entry 5:
H14O7 | wB97M-V/def2-TZVPD

Computed properties:
Structure (SMILES)   O.O.O.O.O.O.O
Gap between HOMO and LUMO   9.9 eV
Total energy   -534.99281 hartree
Highest occupied orbital energy   -10.232 eV
Relative energy (zero: lowest compared OMol25 entry of this formula, charge and spin)   344.03 kJ/mol

```
21
Properties=species:S:1:pos:R:3:lowdin_charge:R:1
O 0.83 -0.93 0.76 -0.070
H 0.90 -0.06 1.26 0.084
H 0.83 -0.56 -0.14 0.022
O -0.84 2.84 -0.34 -0.072
H 0.06 3.12 -0.78 0.114
H -0.51 2.22 0.28 -0.012
O -2.29 -2.55 -0.54 -0.076
H -1.40 -2.42 -0.88 0.039
H -2.34 -3.52 -0.30 0.098
O 4.58 1.56 0.41 -0.096
H 5.23 1.14 1.06 0.078
H 4.38 2.33 0.97 0.020
O 2.85 -1.88 -1.35 -0.060
H 2.70 -2.62 -1.89 -0.005
H 1.95 -1.60 -0.95 0.040
O -3.70 2.25 -0.70 -0.052
H -3.09 1.59 -0.34 0.015
H -3.41 3.03 -0.25 0.006
O -2.01 -1.48 1.53 -0.099
H -2.01 -0.57 1.14 0.038
H -2.71 -1.90 1.05 -0.011
```

Entry 6:
C6H28NO8 | wB97M-V/def2-TZVPD

Computed properties:
Gap between HOMO and LUMO   8.4 eV
Total energy   -902.08608 hartree
Total charge   -1
Highest occupied orbital energy   -5.238 eV
Relative energy (zero: lowest compared OMol25 entry of this formula, charge and spin)   267.85 kJ/mol

```
43
Properties=species:S:1:pos:R:3:lowdin_charge:R:1
C -0.97 -0.60 1.29 -0.044
C -1.80 -0.29 0.02 -0.343
C -1.91 1.32 -0.07 -0.353
C -0.55 1.88 -0.37 -0.075
C -2.92 1.53 -1.20 -0.099
N -1.38 -0.79 -1.29 -0.030
C -1.34 -2.26 -1.36 -0.282
O -0.11 -2.79 -1.82 -0.104
H -1.58 -0.12 2.07 0.076
H 0.02 -0.19 1.10 0.049
H -0.89 -1.60 1.72 0.066
H -2.78 -0.78 0.09 0.134
H -2.38 1.63 0.86 0.123
H -0.29 1.76 -1.42 0.088
H -0.51 2.99 -0.37 0.090
H 0.24 1.66 0.35 0.047
H -3.92 1.23 -0.87 0.070
H -2.69 0.89 -2.04 0.059
H -2.88 2.53 -1.64 0.070
H -0.45 -0.48 -1.57 0.064
H -1.50 -2.67 -0.34 0.084
H -2.09 -2.61 -2.09 0.107
H 1.52 -0.92 -2.56 0.009
H 0.56 -2.06 -1.90 0.020
O 1.43 -0.65 -1.64 -0.365
H -0.08 -4.26 -0.09 0.041
H 0.13 -3.13 1.00 0.010
O -0.39 -3.89 0.74 -0.081
H 3.27 2.56 -0.06 0.018
H 2.30 1.43 0.13 -0.020
O 2.66 2.19 0.57 -0.066
H 0.86 1.71 3.08 -0.062
H -0.59 1.41 2.98 -0.009
O 0.00 2.11 3.26 -0.093
H 3.42 1.08 -2.35 0.020
H 2.09 0.66 -1.71 -0.027
O 2.69 1.51 -1.89 -0.167
H 1.56 -1.43 -0.03 -0.005
H 2.93 -1.03 -0.06 0.016
O 2.32 -1.35 0.60 -0.094
H 1.53 -0.02 2.70 0.046
H 2.54 1.18 2.86 0.045
O 1.92 0.62 3.32 -0.034
```

Entry 7:
C26H38AsAuBrNO5Si3 | wB97M-V/def2-TZVPD

Computed properties:
2S+1   3
<S²>   2.047
Gap between HOMO and LUMO (spin up / spin down)   6.7 / 4.0 eV
Total energy   -7258.35916 hartree
Highest occupied orbital energy (spin up / spin down)   -7.454 / -7.469 eV
Relative energy (zero: lowest compared OMol25 entry of this formula, charge and spin)   391.35 kJ/mol

```
76
Properties=species:S:1:pos:R:3:lowdin_charge:R:1
Au 1.67 0.71 -0.70 0.795
O 3.45 -2.48 -5.68 0.172
C 2.75 -1.82 -4.95 -0.238
C 2.73 -0.30 -4.89 -0.251
O 3.13 0.45 -5.74 0.166
C 2.15 0.02 -3.57 -0.284
C 1.70 -1.19 -2.94 -0.260
O 1.34 -1.25 -1.71 -0.233
C 1.84 -2.31 -3.86 -0.264
O 1.33 -3.42 -3.82 0.112
O 2.03 1.16 -3.08 0.011
N -1.14 1.97 0.83 0.239
C -0.96 3.31 0.89 -0.211
C -1.64 4.13 1.74 0.039
C -1.34 5.52 1.83 -0.028
C -0.40 6.12 1.06 0.022
C 0.38 5.37 0.05 -0.186
C 0.09 3.85 -0.01 -0.137
H -0.44 1.42 0.33 0.009
H -1.63 1.52 1.58 0.067
H -2.40 3.72 2.39 0.124
H -1.89 6.10 2.55 0.115
H -0.18 7.17 1.16 0.128
H 0.31 5.88 -0.92 0.155
H -0.04 3.48 -1.03 0.168
Br 3.12 7.26 -0.91 0.731
C 2.88 5.41 -0.58 -0.657
C 3.58 4.49 -1.25 -0.112
C 3.30 3.08 -1.08 -0.148
C 2.31 2.60 -0.32 -0.292
C 1.53 3.56 0.52 -0.225
C 1.86 5.07 0.45 -0.241
H 4.34 4.79 -1.96 0.106
H 3.91 2.42 -1.68 0.082
H 1.50 3.21 1.56 0.147
H 2.13 5.53 1.40 0.147
C -2.29 -2.95 3.44 -0.216
Si -1.59 -1.41 2.54 0.342
C -3.10 -0.20 2.47 -0.227
C -0.27 -0.63 3.69 -0.241
As -0.38 -1.51 0.46 0.787
Si -2.13 -1.88 -1.12 0.331
C -2.77 -0.14 -1.58 -0.222
C -3.52 -2.89 -0.26 -0.222
C -1.66 -2.80 -2.71 -0.188
Si 0.89 -3.52 0.63 0.343
C 0.87 -4.64 -0.91 -0.195
C 2.64 -2.91 1.10 -0.222
C 0.28 -4.64 2.06 -0.225
H -2.95 -2.65 4.25 0.026
H -1.51 -3.56 3.88 0.002
H -2.86 -3.59 2.77 0.014
H -3.01 0.60 3.19 0.020
H -4.02 -0.73 2.71 0.026
H -3.25 0.24 1.48 -0.015
H -0.68 -0.20 4.59 0.020
H 0.29 0.14 3.17 0.002
H 0.45 -1.39 3.99 0.017
H -3.12 0.42 -0.72 -0.009
H -3.60 -0.20 -2.29 0.025
H -1.98 0.43 -2.06 0.017
H -3.98 -2.34 0.55 0.004
H -3.14 -3.82 0.14 0.018
H -4.30 -3.14 -0.98 0.023
H -0.72 -2.44 -3.11 -0.006
H -2.42 -2.66 -3.48 0.035
H -1.55 -3.87 -2.55 0.027
H 1.01 -4.08 -1.83 -0.014
H -0.07 -5.18 -0.98 0.027
H 1.66 -5.37 -0.85 0.035
H 3.03 -2.26 0.33 0.004
H 3.34 -3.73 1.23 0.025
H 2.61 -2.34 2.03 0.019
H -0.76 -4.91 1.95 0.014
H 0.42 -4.18 3.03 0.008
H 0.85 -5.57 2.06 0.026
```

Entry 8:
C5H14NSi | wB97M-V/def2-TZVPD

Computed properties:
2S+1   3
<S²>   2.005
Gap between HOMO and LUMO (spin up / spin down)   5.7 / 6.0 eV
Total energy   -542.60522 hartree
Total charge   +1
Highest occupied orbital energy (spin up / spin down)   -8.337 / -14.825 eV
Relative energy (zero: lowest compared OMol25 entry of this formula, charge and spin)   226.99 kJ/mol

```
21
Properties=species:S:1:pos:R:3:lowdin_charge:R:1
C -2.03 -0.75 0.71 -0.139
C -0.55 -0.92 0.92 -0.192
C -0.41 0.95 -1.59 -0.151
C 2.29 -0.46 -0.59 -0.142
C 0.77 1.79 1.30 -0.187
N -1.46 -1.68 -0.15 0.003
Si 0.66 0.42 -0.03 0.686
H -2.67 -1.10 1.53 0.146
H -2.43 0.26 0.46 0.145
H -0.12 -1.60 1.71 0.135
H 0.20 1.64 -2.18 0.044
H -0.70 0.17 -2.29 0.028
H -1.35 1.44 -1.28 0.045
H 2.51 0.07 -1.47 0.008
H 3.14 -0.57 0.11 0.053
H 2.14 -1.58 -0.79 0.066
H 1.13 2.85 0.93 0.087
H -0.19 1.94 1.88 0.054
H 1.53 1.24 1.96 0.052
H -1.35 -2.70 -0.07 0.164
H -1.14 -1.42 -1.06 0.096
```

Entry 9:
C2HLiMgO2 | wB97M-V/def2-TZVPD

Computed properties:
Gap between HOMO and LUMO   7.0 eV
Total energy   -434.89737 hartree
Highest occupied orbital energy   -7.883 eV
Relative energy (zero: lowest compared OMol25 entry of this formula, charge and spin)   0.00 kJ/mol

```
7
Properties=species:S:1:pos:R:3:lowdin_charge:R:1
O -1.71 -0.13 0.01 -0.037
C -0.83 0.51 -0.51 -0.458
C 0.30 0.87 -1.00 -0.121
H 0.58 1.06 -2.04 0.023
Li -0.79 -1.38 1.40 0.691
Mg 1.49 0.37 0.77 0.846
O 0.97 -1.29 1.37 -0.943
```

Entry 10:
CHBrO2 | wB97M-V/def2-TZVPD

Computed properties:
Gap between HOMO and LUMO (spin up / spin down)   6.8 / 6.8 eV
Total energy   -2763.01245 hartree
Highest occupied orbital energy (spin up / spin down)   -8.144 / -8.142 eV

```
5
Properties=species:S:1:pos:R:3:lowdin_charge:R:1
C -1.08 -0.11 0.05 0.151
O -1.71 -1.09 0.20 0.201
O 1.22 -0.47 -0.27 -1.046
Br 2.31 0.75 -0.02 0.574
H -0.74 0.93 0.04 0.120
```

Entry 11:
C11H14BN7PtS | wB97M-V/def2-TZVPD

Computed properties:
2S+1   5
<S²>   6.035
Gap between HOMO and LUMO (spin up / spin down)   4.9 / 1.9 eV
Total energy   -1352.38427 hartree
Total charge   +2
Highest occupied orbital energy (spin up / spin down)   -13.391 / -12.997 eV
Relative energy (zero: lowest compared OMol25 entry of this formula, charge and spin)   0.00 kJ/mol

```
35
Properties=species:S:1:pos:R:3:lowdin_charge:R:1
H 0.39 2.23 -0.24 0.114
N 0.08 1.15 -2.01 -0.190
B -0.03 0.27 -4.37 -0.423
N 0.23 1.44 -3.37 0.003
C 0.67 2.73 -3.49 0.016
Pt 0.15 -0.53 -0.93 1.295
H 0.92 3.19 -4.45 0.153
C 0.78 3.27 -2.20 -0.006
H 1.14 4.24 -1.86 0.129
C 0.41 2.27 -1.31 -0.107
H 0.17 0.58 -5.51 0.131
C 0.73 -0.11 4.04 -0.041
H 0.10 0.78 3.95 0.025
H 1.62 0.00 3.41 0.013
H 0.13 -0.96 3.71 0.016
N -1.54 -0.19 -4.16 0.040
N 0.85 -0.94 -3.90 0.006
N -1.97 -0.53 -2.91 0.087
N 0.81 -1.36 -2.57 -0.202
C -2.59 -0.21 -5.01 0.078
C 1.85 -1.61 -4.50 0.001
H -2.43 0.04 -6.05 0.161
H 2.11 -1.40 -5.54 0.155
C -3.71 -0.60 -4.29 0.136
C 2.44 -2.47 -3.57 -0.007
C -3.26 -0.78 -2.95 -0.022
C 1.77 -2.30 -2.36 -0.090
H -4.71 -0.74 -4.64 0.144
H 3.29 -3.12 -3.70 0.123
H -3.81 -1.08 -2.06 0.147
H 1.93 -2.73 -1.39 0.121
H 1.01 -0.26 5.04 -0.029
S 1.54 -0.35 8.35 0.751
C 0.00 -0.05 7.85 -0.832
N -1.06 0.14 7.33 0.104
```

Entry 12:
C6H14IN2O2 | wB97M-V/def2-TZVPD

Computed properties:
Gap between HOMO and LUMO   6.8 eV
Total energy   -794.81581 hartree
Total charge   -1
Highest occupied orbital energy   -3.518 eV
Relative energy (zero: lowest compared OMol25 entry of this formula, charge and spin)   124.17 kJ/mol

```
25
Properties=species:S:1:pos:R:3:lowdin_charge:R:1
I 8.40 3.45 9.98 -0.560
C 13.04 6.34 12.15 -0.019
C 11.89 5.66 11.43 -0.560
O 11.05 6.34 10.86 0.028
N 11.83 4.30 11.49 0.004
C 13.04 3.51 11.65 -0.118
H 12.87 6.31 13.23 0.080
H 13.02 7.39 11.86 0.073
H 13.99 5.86 11.91 0.057
H 11.13 3.81 10.94 -0.002
H 13.52 3.61 12.62 0.072
H 13.78 3.72 10.87 0.079
H 12.76 2.46 11.56 0.080
C 7.51 5.18 4.22 -0.026
C 7.77 4.97 5.69 -0.570
O 8.21 5.85 6.40 0.029
N 7.47 3.74 6.17 0.010
C 6.72 2.68 5.50 -0.106
H 7.71 4.27 3.65 0.067
H 8.24 5.91 3.85 0.077
H 6.49 5.49 4.00 0.079
H 7.64 3.49 7.14 -0.002
H 6.18 2.14 6.27 0.082
H 7.35 1.99 4.93 0.075
H 5.97 3.08 4.82 0.071
```